Below is C6H24InN12O6 as an isolated structure, with properties calculated with ωB97M-V/def2-TZVPD.

Its calculated total energy is -41928.657 eV. For the energy above the lowest of the compared OMol25 structures with the same formula, charge and spin, the calculation gives 0.0 kJ/mol. Its net charge is +3. The calculation puts the highest occupied orbital energy at -17.97 eV.

```
49
Properties=species:S:1:pos:R:3:forces:R:3
In -0.619085 0.641303 -0.466440 0.9441 -0.7467 0.9418
C -1.246414 3.744267 1.769381 -1.4596 -0.0262 -0.3201
O -0.744208 2.863376 1.022752 0.6157 -1.3613 -0.6441
N -2.450254 3.618175 2.386473 0.7326 0.4120 -0.3218
N -0.644042 4.932621 1.923201 -0.0601 -0.8173 -0.1535
H -2.942635 4.497101 2.442276 -0.4389 -0.2685 0.4251
H -2.980899 2.774325 2.271095 -0.0762 0.0512 -0.0628
H -0.949564 5.529371 2.674353 0.3106 0.2116 -0.0238
H 0.225593 5.072114 1.441897 0.0865 0.2429 0.1846
C 2.672333 -0.120786 1.351061 -0.5159 -0.3671 0.4337
O 1.444400 0.115052 1.407386 -0.3426 0.7979 -0.6513
N 3.248919 -0.762792 0.302262 0.1691 0.6012 0.5277
N 3.464829 0.094519 2.425050 -0.4154 -0.2185 -0.8888
H 4.157835 -1.162269 0.468949 0.0763 -0.0898 -0.6399
H 2.825449 -0.701943 -0.603691 0.0135 -0.5062 -0.0365
H 3.056469 0.535327 3.231949 0.2377 0.0894 0.0773
H 4.458397 0.024461 2.285078 0.0999 0.1409 0.5530
C 0.214029 -2.846513 1.527095 -0.3062 0.0120 0.8665
O -0.121432 -1.915857 0.764497 -0.5420 0.1024 -0.5796
N -0.406064 -4.046244 1.448674 -0.0887 0.1104 -0.4679
N 1.093815 -2.727365 2.542875 -0.0843 0.0203 -0.6364
H -1.123141 -4.153897 0.754419 0.1141 -0.0935 -0.0775
H -0.121671 -4.859915 1.965943 0.0273 0.0377 0.0667
H 1.537516 -1.841502 2.694576 0.0676 -0.0709 0.1145
H 1.373278 -3.553212 3.041663 0.1585 0.1969 0.2709
C 2.677393 2.897602 -0.623641 0.1947 1.4907 -0.7267
O 1.558078 2.429644 -0.311829 -0.4058 -1.0835 -0.2171
N 3.810504 2.201211 -0.820801 0.0675 -1.3110 -0.0566
N 2.818354 4.240256 -0.741332 -0.0493 -0.3575 -0.0033
H 3.782806 1.197175 -0.796560 -0.2517 0.0335 0.1560
H 4.674620 2.534026 -1.216837 -0.2113 0.6620 0.0854
H 3.664781 4.641927 -1.108860 0.0212 0.1012 0.1429
H 2.005633 4.826892 -0.695700 -0.0651 -0.0555 -0.1025
C -3.076735 -2.249352 -0.390067 -0.2020 -1.2412 1.5408
O -2.238384 -1.497025 -0.937895 0.4545 1.2965 -0.2069
N -3.411567 -3.428463 -0.969367 0.7643 0.7694 -0.6272
N -3.605635 -2.043688 0.831739 0.2492 0.4189 -0.6829
H -2.827750 -3.693165 -1.745540 -0.3150 -0.1837 -0.1614
H -4.057896 -4.095786 -0.585929 -0.0711 0.0624 0.0678
H -3.248737 -1.291391 1.391419 -0.2244 -0.0148 0.1335
H -4.250684 -2.711784 1.215789 -0.0161 0.1220 0.2611
C -1.666678 -0.798322 -3.870854 0.6891 -1.2018 -0.2649
O -1.519318 0.109877 -3.014055 0.2775 1.1379 1.4345
N -0.609914 -1.367680 -4.489419 -0.2262 0.0640 0.2246
N -2.872272 -1.252612 -4.250344 -0.0697 0.0346 0.3588
H -0.737773 -2.120475 -5.144531 0.0664 0.0209 -0.0591
H 0.330640 -1.163787 -4.205556 -0.0343 0.2615 -0.0756
H -2.941692 -1.995830 -4.925693 -0.0170 0.1067 -0.1470
H -3.681225 -1.118968 -3.666911 0.0508 0.4058 -0.0318
```
Positions in Å, forces in eV/Å.